Molecular formula: C28H54N2O13
Method: DFT, ωB97M-V with the def2-TZVPD basis set

Properties
Total charge: +2
Maximum force (eV Å⁻¹): 8.5
Highest occupied orbital energy (eV): -13.3
Kohn-Sham gap (eV): 5.5

```
97
Properties=species:S:1:pos:R:3:forces:R:3
C -2.136814 4.433003 -6.001853 -1.0 0.9 -0.3
C -3.332185 3.319980 -6.142077 -1.1 3.0 -0.2
O -2.879821 1.943527 -6.395016 -0.2 0.7 0.7
N -2.073738 1.479824 -5.424388 4.8 -3.2 4.3
C -0.926979 0.559775 -5.893763 1.1 -0.5 2.7
C 0.155269 -0.162615 -4.895955 -3.2 2.2 1.9
C 0.025573 0.070906 -3.277668 -2.6 2.3 -1.3
C 0.972406 -0.591172 -2.113989 1.9 -2.5 2.2
C 1.154507 -2.251161 -2.059073 1.9 2.3 3.0
C 2.071096 -2.917848 -0.853615 -0.9 3.1 -1.0
N 2.796593 -2.114962 0.227644 -3.2 2.0 -4.5
C 3.625766 -2.884774 1.237788 0.7 -0.7 1.5
C 2.742122 -3.545114 2.471092 0.4 0.3 0.9
C 1.522492 -2.575165 3.009189 -0.1 -0.2 0.5
C 0.014224 -3.108517 2.622114 -0.8 0.4 1.5
O -0.017061 -3.931531 1.384526 -3.4 1.1 -1.0
C -1.395348 -4.022777 0.876724 -4.5 -0.3 2.8
C -1.646558 -4.160124 -0.763577 0.4 -0.3 1.1
O -2.486696 -4.025999 1.659931 7.3 0.4 -4.5
C 2.656651 -0.591453 0.186718 -1.6 -0.8 -1.9
C 1.762363 0.239250 -0.921815 -0.2 -4.0 -0.6
C -1.193617 1.083691 -2.775928 1.3 -1.4 -4.7
C -2.205799 1.731900 -3.938818 2.0 -1.6 0.6
H -2.183524 5.105792 -6.985048 0.5 -1.6 2.2
H -1.066813 3.990530 -5.829643 -2.1 0.9 -0.3
H -2.471470 5.168483 -5.123241 1.1 -1.7 -1.8
H -3.990912 3.630274 -7.087233 1.5 -1.3 2.1
H -4.040477 3.436266 -5.205134 1.4 -0.9 -1.9
H -0.801105 0.346634 -7.054747 -0.7 0.8 2.7
H 1.007820 -0.873407 -5.289754 -2.1 1.7 0.6
H 0.630545 -2.980233 -2.837292 1.3 1.8 1.9
H 2.198772 -4.086797 -0.830802 -0.2 2.7 0.2
H 4.397035 -2.137928 1.717027 -1.5 -1.5 -1.1
H 4.175335 -3.781181 0.698283 -1.0 2.2 0.9
H 3.503349 -3.641764 3.385164 -1.5 0.2 -2.2
H 2.410082 -4.640363 2.208952 0.4 2.3 0.4
H 1.687225 -1.441592 2.677064 -0.4 -2.5 0.5
H 1.573591 -2.552466 4.201443 -0.3 -0.1 -2.7
H -0.737175 -2.195737 2.476955 1.7 -2.0 0.4
H -0.433747 -3.799347 3.477689 1.2 1.7 -1.7
H -0.778173 -4.834572 -1.222804 -2.0 1.6 0.9
H -1.672971 -3.073939 -1.247261 0.2 -2.4 1.1
H -2.714172 -4.672054 -0.869769 2.5 1.1 0.2
H 3.226872 0.007565 1.046148 -1.3 -1.6 -2.1
H 1.634670 1.421176 -0.921580 0.6 -2.9 0.3
H -1.310670 1.314043 -1.626846 -0.1 -0.4 -2.8
H -3.069167 2.413354 -3.517160 1.7 -1.3 -1.1
C 0.450598 8.948520 -6.154716 0.0 -0.5 -0.2
C -0.854239 8.385998 -5.603431 0.3 0.4 0.1
O -0.588311 7.150508 -4.935878 0.2 -0.2 0.4
O 1.045659 8.004781 -7.042373 -0.4 -0.4 0.1
H 0.279766 9.881638 -6.698409 0.0 -0.2 0.0
H 1.165424 9.131430 -5.345773 -0.2 0.2 0.2
H -1.552854 8.169138 -6.416732 0.1 0.0 0.1
H -1.326226 9.078545 -4.900723 0.0 0.1 -0.2
H -0.093840 7.360170 -4.124096 -0.3 -0.1 -0.4
H 0.874157 7.124862 -6.652630 0.2 0.6 -0.2
C 1.589017 -3.687984 8.599692 0.2 -0.1 -0.4
C 1.062301 -2.703041 7.562675 -0.2 -0.2 0.4
O 0.513746 -3.429539 6.460826 -0.3 -0.2 -0.2
O 2.570077 -4.534941 8.005672 -0.1 0.2 -0.5
H 2.043313 -3.165185 9.445737 0.0 -0.1 -0.1
H 0.782517 -4.330728 8.967473 -0.2 0.2 0.1
H 1.876523 -2.087370 7.169558 -0.1 -0.1 0.0
H 0.290509 -2.051300 7.981913 0.1 0.1 0.1
H -0.302710 -3.857495 6.773405 0.4 0.2 -0.2
H 2.256962 -4.711583 7.096646 0.1 0.0 0.6
C -4.431097 -0.764413 1.731925 -0.4 0.0 -0.2
C -5.459180 -1.341122 2.698050 0.2 -0.3 -0.1
O -6.361060 -2.183228 1.976768 0.3 -0.1 -0.2
O -5.093904 -0.038753 0.699074 -0.3 0.0 0.0
H -3.740651 -0.090380 2.246180 -0.1 0.0 0.0
H -3.858809 -1.565321 1.252489 0.1 -0.2 0.3
H -6.054679 -0.541211 3.147575 0.1 -0.1 -0.1
H -4.983199 -1.923143 3.492332 0.1 0.2 0.1
H -5.864322 -2.975267 1.705884 -0.3 0.3 0.2
H -5.908520 -0.540673 0.498957 0.4 0.2 0.1
C -3.576819 2.967197 -0.467943 0.0 0.4 0.0
C -2.522499 3.960568 0.005947 -0.5 0.1 0.3
O -3.120840 5.251374 0.142273 -0.1 -0.3 0.1
O -4.132366 3.407165 -1.705066 0.4 0.3 -0.4
H -3.145972 1.972549 -0.611263 -0.2 0.0 0.0
H -4.397901 2.900964 0.253348 0.2 -0.2 0.2
H -1.721909 4.052824 -0.733710 -0.1 0.1 0.0
H -2.091011 3.662520 0.965727 0.1 -0.2 -0.1
H -3.725304 5.211728 0.904181 0.3 0.2 -0.4
H -4.193021 4.380689 -1.640713 -0.1 -0.5 0.0
C 7.152722 -2.891729 4.160017 -0.1 -0.1 -0.2
C 7.067344 -4.265838 3.506196 0.5 0.2 0.1
O 7.577617 -4.184550 2.173607 0.2 0.2 0.0
O 6.419155 -1.943911 3.387881 -0.5 -0.2 -0.6
H 6.742778 -2.910573 5.173469 0.0 0.1 -0.1
H 8.190929 -2.546296 4.200336 0.1 -0.2 0.2
H 6.025878 -4.592303 3.433260 0.1 0.0 0.0
H 7.638940 -5.013245 4.063736 -0.2 0.1 0.2
H 8.538812 -4.045783 2.239184 -0.5 -0.1 -0.1
H 6.567132 -2.187642 2.452858 0.3 0.1 0.6
```
Positions in Å, forces in eV/Å.


Molecular formula: C19H38BBr18O
Method: DFT, ωB97M-V with the def2-TZVPD basis set

Properties
Total charge: -1
Maximum force (eV Å⁻¹): 6.4
Highest occupied orbital energy (eV): -4.9
Kohn-Sham gap (eV): 6.6

```
77
Properties=species:S:1:pos:R:3:forces:R:3
C 5.556526 0.959917 -0.089919 -0.6 -0.4 1.9
C 4.052563 1.362678 0.494669 -2.0 -2.3 -4.2
Br 4.020165 2.448996 2.202755 0.0 -1.2 -1.8
C 2.801869 0.922997 -0.239981 4.6 2.5 3.5
Br 3.042924 -0.117975 -1.977462 0.1 1.0 1.7
B 1.288157 1.258750 0.321455 -0.3 -1.4 -0.2
O 0.600373 -0.061817 0.537953 0.3 -1.1 2.2
H 6.349027 1.279267 0.740024 -1.6 -0.5 -2.1
H 5.574703 -0.229091 -0.100110 0.0 2.6 -0.3
H 5.783489 1.408918 -1.146458 -0.5 -0.9 2.1
H 0.659048 1.962102 -0.403318 -0.2 0.2 -0.8
H 1.273066 1.786707 1.389056 0.8 0.6 0.5
H 0.911265 -0.385716 1.455887 -0.7 0.7 -2.4
Br 5.706455 -5.129086 -2.132168 0.0 0.0 0.1
C 5.381731 -3.312153 -2.764045 -0.2 -0.1 -0.1
C 6.660875 -2.659260 -3.232402 0.0 0.3 0.0
Br 7.753611 -2.082206 -1.722598 0.0 -0.1 -0.1
H 4.892508 -2.773051 -1.947815 0.2 0.0 -0.2
H 4.678081 -3.421663 -3.593981 0.2 0.1 0.1
H 6.444936 -1.744908 -3.792202 -0.1 -0.2 0.1
H 7.284784 -3.316195 -3.844809 -0.2 0.1 0.2
Br 3.320666 -1.134286 -5.283407 -0.1 -0.1 -0.1
C 1.783678 -2.270392 -4.892391 0.2 -0.1 0.0
C 0.760821 -2.207608 -6.002192 -0.3 0.0 0.0
Br -0.271098 -0.553870 -5.919348 0.1 -0.1 0.0
H 1.391444 -1.953726 -3.921785 0.1 0.0 -0.2
H 2.192967 -3.280412 -4.801559 -0.1 0.1 -0.1
H 0.023459 -3.007889 -5.893138 0.2 0.1 0.1
H 1.201043 -2.258910 -7.001913 0.0 0.0 0.3
Br 0.222819 3.353156 3.418933 0.1 0.2 0.1
C 0.270338 4.319629 5.112932 -0.3 0.0 -0.3
C 1.686136 4.678852 5.498045 0.1 0.1 0.3
Br 2.641771 3.130007 6.201188 0.0 0.1 -0.1
H -0.235085 3.692225 5.852603 0.2 0.2 -0.1
H -0.323714 5.221719 4.941928 0.2 0.0 0.1
H 1.691152 5.408965 6.312266 -0.1 -0.1 -0.1
H 2.277800 5.066936 4.664263 -0.2 -0.2 0.1
Br 0.446286 -0.745773 4.675692 -0.1 0.0 -0.1
C -1.170967 0.088389 3.972394 0.1 0.0 0.1
C -2.401287 -0.410364 4.693082 -0.1 0.2 -0.1
Br -2.898860 -2.197260 4.088106 0.0 -0.1 0.1
H -1.188787 -0.106943 2.896415 0.0 0.1 0.2
H -1.033531 1.160262 4.140050 -0.1 -0.3 0.0
H -3.265609 0.218451 4.461601 0.2 -0.1 0.0
H -2.276961 -0.464314 5.778210 0.1 0.0 -0.3
Br -5.626490 -2.890578 -0.778396 0.0 -0.1 0.0
C -3.882211 -3.445471 -0.103455 -0.1 0.0 0.2
C -2.931025 -2.275041 -0.018757 0.4 0.0 -0.1
Br -2.245223 -1.792921 -1.780519 -0.1 0.0 0.1
H -3.527288 -4.247155 -0.757316 0.0 0.3 0.1
H -4.079748 -3.854902 0.891158 0.1 0.1 -0.1
H -2.046322 -2.538406 0.567747 -0.2 0.0 -0.1
H -3.386568 -1.374903 0.403262 0.1 -0.3 -0.1
Br -1.120408 -2.030026 -9.741519 0.0 0.1 0.0
C -1.445132 -0.213093 -10.373397 -0.1 -0.2 -0.1
C -0.165988 0.439800 -10.841753 0.1 0.3 0.1
Br 0.926748 1.016853 -9.331949 0.0 -0.1 -0.2
H -1.934355 0.326008 -9.557166 0.2 -0.1 -0.2
H -2.148781 -0.322604 -11.203332 0.2 0.0 0.1
H -0.381927 1.354152 -11.401554 -0.1 -0.2 0.1
H 0.457921 -0.217135 -11.454161 -0.2 0.1 0.2
Br -1.880510 5.822640 0.787959 0.0 0.0 0.2
C -2.454375 6.522889 2.516048 -0.1 -0.2 -0.3
C -2.271549 8.020670 2.587188 0.0 0.1 0.3
Br -0.399028 8.491434 2.867580 -0.1 0.0 -0.1
H -1.893892 5.980026 3.282442 -0.1 0.2 -0.2
H -3.513016 6.259362 2.591827 0.2 0.1 0.0
H -2.800259 8.433383 3.451005 0.1 -0.1 -0.1
H -2.599291 8.541582 1.683250 0.1 -0.2 0.2
Br -5.920408 -7.063098 7.317497 -0.1 0.1 0.1
C -6.245132 -5.246165 6.685620 -0.1 -0.2 -0.1
C -4.965988 -4.593272 6.217263 0.0 0.3 0.0
Br -3.873252 -4.016219 7.727067 0.0 -0.1 -0.1
H -6.734355 -4.707064 7.501850 0.2 -0.1 -0.2
H -6.948781 -5.355676 5.855684 0.2 0.1 0.1
H -5.181927 -3.678920 5.657463 0.0 -0.2 0.1
H -4.342079 -5.250207 5.604856 -0.2 0.1 0.2
```
Positions in Å, forces in eV/Å.